(1)
Here is a molecular structure, C9H13N3NaO5 in a non-equilibrium geometry from OMol25. Energies are from the ωB97M-V functional and the def2-TZVPD basis.

Output
* Kohn-Sham gap: 0.299 Ha
* E_HOMO: -5.84 eV
* molar mass: 266.21 g/mol
* strongest force on any atom: 2.82 eV/A
* total charge: -1
* relative energy (zero: lowest compared OMol25 entry of this formula, charge and spin): 7.9 kJ/mol

Geometry (Å):
Na 0.37192 0.65344 -1.32961
O 3.20245 -1.14132 -2.53191
C 3.49882 -1.81724 -1.30190
C 2.27201 -2.25749 -0.55915
N 1.29503 -1.18215 -0.18163
C 1.85336 -0.27415 0.75161
C 2.88266 0.67895 0.04156
O 4.10216 0.62656 0.35400
O 2.43952 1.30284 -0.94784
C 0.12685 -1.86494 0.42600
C -1.22796 -1.11746 0.54431
O -2.13673 -1.59134 1.28619
O -1.39848 -0.10010 -0.15773
H 3.14430 -0.16657 -2.34542
H 4.01275 -2.73285 -1.55139
H 4.08860 -1.19161 -0.60381
H 1.74513 -3.04548 -1.16350
H 2.50254 -2.77380 0.38806
H 1.04880 0.38743 1.18572
H 2.36116 -0.77487 1.57001
H -0.13292 -2.74938 -0.13343
H 0.33046 -2.16335 1.43509
N -3.26469 1.70207 0.37522
C -4.52001 1.79767 0.80361
C -4.88024 3.12252 0.75302
C -3.70678 3.74816 0.24396
N -2.78060 2.84806 -0.06312
H -2.77401 0.77630 0.16342
H -5.14990 1.03120 1.23329
H -5.77738 3.47077 1.21707
H -3.52884 4.79812 0.09832

(2)
Here is a molecular structure, C38H75GeN5O4S5SeSiTa in a non-equilibrium geometry from OMol25. Energies are from the ωB97M-V functional and the def2-TZVPD basis.

Output
* Kohn-Sham gap: 0.279 Ha
* E_HOMO: -10.38 eV
* molar mass: 1186.99 g/mol
* strongest force on any atom: 1.48 eV/A
* total charge: +1
* relative energy (zero: lowest compared OMol25 entry of this formula, charge and spin): 0.0 kJ/mol

Geometry (Å):
Ta 0.44232 0.42795 0.12497
C -0.52778 -4.49062 1.90369
C -1.23149 -3.21340 2.35688
S -0.33836 -1.66876 2.10982
C 1.18641 -1.89505 3.02395
C 2.32507 -2.56513 2.23850
S 2.34665 -2.10559 0.48487
C 2.58075 -3.69510 -0.33649
C 1.68073 -4.85422 0.10474
S -0.08772 -4.48095 0.14662
H -1.20697 -5.32591 2.05983
H 0.36859 -4.67654 2.49553
H -1.45391 -3.26381 3.42280
H -2.18106 -3.08352 1.83234
H 0.96403 -2.43548 3.94536
H 1.47102 -0.88295 3.27757
H 2.25698 -3.64864 2.28390
H 3.27549 -2.26906 2.68001
H 3.62656 -3.98012 -0.21184
H 2.42663 -3.45896 -1.39207
H 1.97158 -5.24710 1.07712
H 1.80896 -5.66831 -0.60815
C 3.08242 1.25698 3.64923
C 1.86665 1.72349 2.83885
C 0.61823 1.66211 3.72615
C 2.10425 3.18810 2.45663
C 1.74958 0.83788 1.56948
H 3.17586 1.84450 4.56580
H 4.00419 1.37903 3.07068
H 3.00239 0.20353 3.93941
H 0.74085 2.33719 4.57828
H 0.44617 0.65628 4.12015
H -0.27396 1.96976 3.18075
H 2.38516 3.75694 3.34948
H 1.19842 3.62817 2.05183
H 2.91049 3.28366 1.72256
H 2.71853 0.35044 1.37232
C 1.71660 -1.01516 -5.29946
C 2.16729 0.37016 -5.74517
C 2.93116 1.11386 -4.65783
C 2.07375 1.53336 -3.43741
Ge 2.29123 0.44389 -1.81326
C 4.01955 0.95835 -0.99447
C 5.27317 1.09092 -1.88541
C 6.16614 -0.15221 -1.88642
C 5.52216 -1.40302 -2.48784
H 1.21906 -1.54912 -6.11207
H 1.02646 -0.95376 -4.45056
H 2.57843 -1.61328 -4.98296
H 1.30263 0.96637 -6.05885
H 2.81306 0.26678 -6.62027
H 3.37844 2.00822 -5.09828
H 3.76122 0.47300 -4.34892
H 1.01137 1.56262 -3.69667
H 2.34152 2.55659 -3.14573
H 2.44930 -1.01506 -2.36061
H 4.22032 0.25887 -0.17416
H 3.79729 1.92055 -0.51973
H 5.87498 1.92819 -1.52157
H 4.99707 1.34283 -2.91350
H 6.46453 -0.36601 -0.85338
H 7.08270 0.07858 -2.43694
H 4.64042 -1.70910 -1.91761
H 6.22588 -2.23910 -2.49323
H 5.20567 -1.22796 -3.52165
C -3.99076 -6.92735 3.15615
C -4.45106 -5.49566 3.01102
C -4.84672 -4.98850 1.77105
C -5.32114 -3.69170 1.64722
C -5.39208 -2.88558 2.78108
C -4.98227 -3.35813 4.02222
C -4.51241 -4.66092 4.12579
S -6.16345 -1.30448 2.67882
O -7.50262 -1.49476 2.21024
O -5.88281 -0.61486 3.90268
N -5.38550 -0.56548 1.43782
C -4.30560 0.38166 1.76269
C -3.52282 0.66342 0.48824
C -2.43992 1.71708 0.74211
O -2.67886 2.87892 0.84174
O -1.20356 1.17202 0.88250
H -3.85495 -7.40623 2.18538
H -4.72816 -7.51043 3.71288
H -3.05165 -6.98982 3.71138
H -4.80941 -5.62944 0.89522
H -5.65788 -3.31089 0.68768
H -5.05779 -2.71432 4.89138
H -4.20864 -5.04416 5.09622
H -6.08884 -0.18013 0.81157
H -3.64707 -0.06026 2.51448
H -4.68535 1.31589 2.16849
H -4.18358 1.06926 -0.27189
H -2.22476 -0.94907 0.59779
S -3.82416 -0.45139 -2.51054
C -2.74204 -0.82208 -1.33411
N -2.91198 -0.55802 -0.02686
C 0.70154 3.91239 -0.45259
N 0.13588 3.96382 -1.77660
C 0.79853 4.87155 -2.70839
C -0.65030 2.94045 -2.20950
N -0.64577 1.76993 -1.62483
N -1.38571 3.20615 -3.32647
C -2.08458 4.48613 -3.46162
C -1.99091 2.10946 -4.06241
H 0.91280 4.92812 -0.11850
H 1.63569 3.33870 -0.42040
H -0.02371 3.48025 0.23021
H 1.88091 4.76145 -2.61459
H 0.54294 5.91109 -2.49863
H 0.52061 4.63637 -3.73021
H -1.38225 1.17442 -1.99003
H -1.78743 5.16835 -2.67174
H -3.16255 4.32503 -3.38288
H -1.87426 4.94470 -4.42921
H -1.30302 1.26600 -4.12951
H -2.21076 2.45191 -5.07416
H -2.92482 1.77002 -3.60608
C -1.91771 -2.28538 -4.95738
Si -1.41927 -3.11172 -3.40507
C 0.22840 -3.92025 -3.53138
C -2.74496 -4.16636 -2.71245
Se -0.96803 -1.54081 -1.66272
H -2.00750 -3.05300 -5.73960
H -1.18416 -1.54848 -5.27762
H -2.88195 -1.79140 -4.83908
H 0.22657 -4.63276 -4.36558
H 0.46508 -4.47036 -2.61679
H 1.01119 -3.17748 -3.71732
H -2.93467 -4.99896 -3.40242
H -3.66996 -3.59323 -2.60400
H -2.45812 -4.57904 -1.74236

(3)
Here is a molecular structure, C53H49I2N6P2S2TeTi from OMol25. Energies are from the ωB97M-V functional and the def2-TZVPD basis.

Output
* Kohn-Sham gap: 0.175 Ha
* E_HOMO: -3.81 eV
* molar mass: 1325.37 g/mol
* strongest force on any atom: 0.64 eV/A
* total charge: -1
* relative energy (zero: lowest compared OMol25 entry of this formula, charge and spin): 70.7 kJ/mol

Geometry (Å):
Ti 0.07824 -0.86689 2.27836
C -1.65642 4.82356 2.00124
S -0.00472 4.12401 2.19609
C -0.32739 2.40219 2.09613
S 1.11076 1.43132 2.04435
N -1.55330 2.00306 2.02805
N -1.63819 0.63426 1.86208
C -2.78409 0.19640 1.53284
C -2.87341 -1.23415 1.21526
C -4.05342 -1.84301 0.86437
C -4.05368 -3.22020 0.64358
C -2.87604 -3.91725 0.78269
C -1.71778 -3.21834 1.10836
N -1.70596 -1.90617 1.29115
H -1.53645 5.89976 2.11303
H -2.32446 4.43568 2.76547
H -2.04793 4.59650 1.01092
H -3.65324 0.84499 1.49584
H -4.95902 -1.25439 0.80534
H -4.97388 -3.73511 0.40212
H -2.83154 -4.99203 0.68253
H -0.79170 -3.74622 1.28024
C 3.13457 -4.68496 3.63888
C 1.73160 -4.18252 3.98058
C 1.73416 -3.18916 5.10996
C 1.82874 -3.64541 6.42132
C 1.82396 -2.75817 7.48201
C 1.70883 -1.39670 7.24377
C 1.58693 -0.90078 5.95175
C 1.41635 0.57779 5.72327
C 2.72035 1.27351 5.33210
C 1.61004 -1.81471 4.89374
N 1.48169 -1.38433 3.54116
C 2.61148 -1.34533 2.78092
C 2.46245 -1.48015 1.42689
C 3.53752 -1.27117 0.47885
C 3.34288 -1.40151 -0.84151
C 1.00456 -2.27927 -0.36806
N 1.15938 -1.72908 0.97233
H 3.08669 -5.45315 2.86490
H 3.60751 -5.12623 4.51838
H 3.78189 -3.87822 3.28019
H 1.09934 -5.02783 4.26420
H 1.26923 -3.73650 3.09566
H 1.85934 -4.71408 6.59726
H 1.88061 -3.12529 8.49957
H 1.67913 -0.70115 8.07570
H 0.66703 0.74230 4.94685
H 1.02060 1.02702 6.63687
H 3.48133 1.12067 6.10021
H 2.57233 2.34728 5.19908
H 3.10261 0.87690 4.39052
H 3.58254 -1.25430 3.25834
H 4.50162 -0.98567 0.88056
H 4.14055 -1.21152 -1.54990
H 0.04340 -1.93668 -0.76891
Te -0.52177 4.12360 -1.81536
C -0.60581 4.03307 -3.92503
C -1.80428 3.89271 -4.60928
C -1.77058 3.75678 -5.99099
N -0.65085 3.76301 -6.70920
C 0.49279 3.91852 -6.04441
C 0.57111 4.05903 -4.66631
C -0.41939 2.04238 -1.51147
P -1.77681 0.84145 -1.69881
C -3.30688 1.84585 -1.79635
C -3.64599 2.59951 -0.67031
C -4.81051 3.35016 -0.63722
C -5.66587 3.35532 -1.73081
C -5.34137 2.60978 -2.85443
C -4.17068 1.86042 -2.88796
C -1.63376 0.21072 -3.41156
C -2.46575 -0.86156 -3.74236
C -2.42895 -1.42291 -5.00957
C -1.53807 -0.93503 -5.95840
C -0.68111 0.10452 -5.62656
C -0.72516 0.67003 -4.35876
P 0.92024 1.19204 -0.98456
C 2.07134 -1.86910 -1.34826
C 1.02613 -3.78219 -0.40149
C 0.50153 -4.43754 -1.44521
C 0.07000 -3.78568 -2.65993
C 0.66009 -2.69323 -3.20844
C 1.80519 -2.00892 -2.66806
C 2.36251 2.25531 -1.32887
C 3.09372 1.93102 -2.47084
C 4.21935 2.66466 -2.81789
C 4.63703 3.71411 -2.01023
C 3.92754 4.02453 -0.85786
C 2.79631 3.29743 -0.51478
H -2.74715 3.86428 -4.08041
H -2.69313 3.62837 -6.54714
H 1.39582 3.92888 -6.64556
H 1.53216 4.16672 -4.17901
H -2.98185 2.60880 0.18417
H -5.04934 3.93323 0.24398
H -6.57719 3.93890 -1.70809
H -5.99906 2.61020 -3.71512
H -3.92973 1.29409 -3.77887
H -3.14434 -1.26034 -2.99230
H -3.08291 -2.25076 -5.25307
H -1.50354 -1.37330 -6.94761
H 0.01905 0.48832 -6.35853
H -0.05040 1.47774 -4.10661
H 1.44097 -4.30562 0.45466
H 0.41118 -5.51762 -1.39690
H -0.69071 -4.28989 -3.24763
H 0.33196 -2.39318 -4.19660
H 2.52869 -1.61846 -3.37914
H 2.77282 1.10188 -3.09501
H 4.77462 2.41171 -3.71252
H 5.51877 4.28347 -2.27528
H 4.25368 4.83831 -0.22271
H 2.24592 3.54912 0.38222
I -1.61529 -1.70650 4.33872
I -1.45000 -6.53778 4.04843

(4)
Here is a molecular structure, C42H91BrFeN2O6S2Si3 in a non-equilibrium geometry from OMol25. Energies are from the ωB97M-V functional and the def2-TZVPD basis.

Output
* Kohn-Sham gap (spin up / spin down): 0.303 / 0.311 Ha
* E_HOMO (spin up / spin down): -7.77 / -8.02 eV
* 2S+1: 5
* molar mass: 1004.34 g/mol
* ⟨S²⟩: 6.01
* strongest force on any atom: 1.04 eV/A
* relative energy (zero: lowest compared OMol25 entry of this formula, charge and spin): 0.0 kJ/mol

Geometry (Å):
Fe -0.55458 0.15581 0.27383
C 0.94160 1.83899 3.04171
C -0.34039 1.25689 3.60715
C -1.35032 2.36869 3.86785
C -0.07394 0.47376 4.88495
O -0.85653 0.35505 2.58948
Si -1.99858 -0.85930 2.68763
S -2.38086 -1.28692 0.70182
O -1.47522 -2.10179 3.61546
C -0.58844 -3.21229 3.36539
C -1.42195 -4.36141 2.81383
C -0.00284 -3.57141 4.72309
C 0.51783 -2.83473 2.39195
O -3.24856 -0.21234 3.54421
C -4.32638 -0.87891 4.22816
C -4.73520 -2.15567 3.50215
C -5.48999 0.10261 4.24687
C -3.86148 -1.18251 5.64681
H 1.38198 2.53536 3.75953
H 0.73927 2.37874 2.11398
H 1.66274 1.05557 2.81989
H -0.95931 3.03729 4.63868
H -2.30373 1.96077 4.20080
H -1.50494 2.95566 2.96087
H 0.36672 1.13163 5.63706
H 0.61685 -0.34737 4.69337
H -0.99758 0.05472 5.28888
H -2.18506 -4.65822 3.53680
H -0.78920 -5.22721 2.60572
H -1.90919 -4.05804 1.88570
H -0.80105 -3.81413 5.42696
H 0.56716 -2.73072 5.12323
H 0.66297 -4.43262 4.63811
H 0.12634 -2.65256 1.39209
H 1.24639 -3.64570 2.32574
H 1.04162 -1.93295 2.71324
H -4.98978 -1.94041 2.46260
H -5.60507 -2.59987 3.99062
H -3.92673 -2.88731 3.51446
H -5.84575 0.28561 3.23081
H -5.17422 1.05037 4.68886
H -6.32093 -0.29449 4.83289
H -2.98233 -1.82652 5.61845
H -4.64981 -1.68396 6.21292
H -3.59965 -0.25606 6.16284
N -1.41892 2.05553 0.29362
C -2.45948 2.55969 0.34330
N -3.66265 3.04140 0.46525
C -4.40747 3.55004 -0.69325
C -5.64643 2.69296 -0.91973
C -6.42292 2.43395 0.39429
C -5.82485 3.18487 1.58206
C -4.35721 2.83791 1.75884
H -3.74353 3.51688 -1.55467
H -4.66278 4.59641 -0.51752
H -5.33065 1.74424 -1.35725
H -6.27868 3.18645 -1.65988
H -6.40795 1.36495 0.61895
H -7.47082 2.71015 0.27648
H -6.34695 2.92264 2.50331
H -5.94273 4.26434 1.45580
H -4.23764 1.79131 2.04400
H -3.88396 3.45039 2.52686
C 5.95609 -2.54646 -0.61528
C 4.92515 -1.73433 -1.38862
C 5.51952 -1.24045 -2.70041
C 3.67482 -2.56407 -1.64483
O 4.59874 -0.54541 -0.65117
Si 3.62983 -0.27622 0.64515
S 1.65742 -0.26592 -0.02530
O 3.92913 -1.41574 1.77957
C 4.55044 -1.40263 3.07884
C 5.99503 -0.92928 2.94731
C 3.78679 -0.50053 4.03665
C 4.50425 -2.84506 3.56122
O 4.07742 1.16845 1.27165
C 4.44851 2.41095 0.65007
C 4.24910 3.47414 1.72020
C 5.91372 2.32728 0.24016
C 3.56480 2.70006 -0.55800
H 6.22865 -3.44262 -1.17776
H 5.54900 -2.85260 0.34781
H 6.85723 -1.95297 -0.44640
H 5.90727 -2.07445 -3.28951
H 6.33652 -0.54648 -2.49673
H 4.76236 -0.71740 -3.28784
H 3.91505 -3.40833 -2.29648
H 2.90688 -1.95481 -2.11940
H 3.26520 -2.95542 -0.71048
H 6.02752 0.09203 2.56703
H 6.55014 -1.57485 2.26584
H 6.48890 -0.95319 3.92183
H 3.80495 0.53321 3.69421
H 4.23593 -0.54705 5.03186
H 2.75187 -0.82996 4.11393
H 5.04082 -3.49313 2.86600
H 3.46960 -3.18621 3.62408
H 4.96422 -2.93463 4.54765
H 4.84910 3.23430 2.60028
H 3.19963 3.51274 2.01616
H 4.54704 4.45798 1.35163
H 6.53740 2.12374 1.11338
H 6.23962 3.27082 -0.20424
H 6.05720 1.52671 -0.48534
H 2.51280 2.71085 -0.26986
H 3.69618 1.93761 -1.32908
H 3.82839 3.67136 -0.98401
C -1.81407 -1.74692 -6.52738
C -2.14646 -1.34247 -5.08010
C -3.62692 -0.93543 -5.02462
C -2.00426 -2.58870 -4.19008
Si -1.01845 0.09551 -4.51667
Br -1.31802 0.15856 -2.26586
C 0.84288 -0.22711 -4.76937
C 1.24979 0.07961 -6.22174
C 1.17174 -1.69931 -4.48067
C 1.72775 0.60367 -3.82373
C -1.61512 1.82310 -5.09755
C -0.56822 2.89964 -4.77542
C -2.91552 2.27132 -4.41130
C -1.85100 1.82493 -6.61821
H -2.51461 -2.52607 -6.84725
H -0.80884 -2.16180 -6.62046
H -1.90476 -0.91942 -7.23503
H -4.23809 -1.81089 -5.26784
H -3.87948 -0.15589 -5.74484
H -3.92239 -0.59812 -4.02783
H -2.70044 -3.34989 -4.55876
H -2.25997 -2.38344 -3.14972
H -1.00564 -3.02246 -4.21151
H 0.66708 -0.48125 -6.95694
H 2.30012 -0.19907 -6.35857
H 1.16646 1.14088 -6.46389
H 0.71691 -2.38449 -5.19792
H 0.87095 -1.99546 -3.47237
H 2.25615 -1.83130 -4.55011
H 1.57871 1.67806 -3.91179
H 2.77562 0.39959 -4.07358
H 1.58599 0.32630 -2.77660
H -0.34042 2.94201 -3.70723
H -0.97099 3.87563 -5.06815
H 0.36656 2.75968 -5.31792
H -2.79395 2.32869 -3.32804
H -3.76457 1.62265 -4.62033
H -3.16849 3.27334 -4.77659
H -0.96239 1.53463 -7.18304
H -2.12124 2.83783 -6.93675
H -2.66898 1.16563 -6.91388

- Look up the relative energy (zero: lowest compared OMol25 entry of this formula, charge and spin) of the first one.
  7.9 kJ/mol